(1)
The following is a DFT calculation (ωB97M-V with the def2-TZVPD basis set) of a molecular structure, C39H34ClN3RuSSi2 in a non-equilibrium geometry.

```
! RIJCOSX wB97M-V def2-TZVPD def2/J DEFGRID3
* xyz 2 5
C -1.82 -1.64 4.35
C -2.47 -0.91 3.29
C -2.40 -1.70 2.10
H -2.98 0.03 3.40
C -1.62 -2.88 2.38
C -1.24 -2.84 3.79
H -0.68 -3.60 4.33
H -1.77 -1.35 5.41
H -2.84 -1.47 1.15
H -1.40 -3.70 1.71
Ru -0.40 -1.17 2.79
Si -1.13 -0.51 -3.31
C -0.41 1.03 -4.12
C 0.92 1.17 -4.56
H 1.62 0.35 -4.44
C 1.35 2.38 -5.13
H 2.38 2.48 -5.47
C 0.43 3.43 -5.31
H 0.76 4.37 -5.76
C -0.92 3.24 -5.00
H -1.67 4.00 -5.24
C -1.33 2.05 -4.39
H -2.38 1.89 -4.11
C -0.12 -1.72 -4.38
C -0.84 -2.22 -5.47
H -1.84 -1.80 -5.70
C -0.32 -3.23 -6.30
H -0.91 -3.54 -7.16
C 0.92 -3.80 -6.02
H 1.29 -4.62 -6.62
C 1.68 -3.26 -4.98
H 2.67 -3.67 -4.77
C 1.21 -2.17 -4.23
H 1.89 -1.68 -3.53
H -2.56 -0.51 -3.67
Si 1.49 1.12 -0.83
C 0.63 -0.51 -1.28
C -0.85 -0.65 -1.46
H -1.46 0.09 -0.92
C -1.47 -1.99 -1.44
H -2.53 -2.05 -1.70
C -0.73 -3.07 -1.02
H -1.21 -4.04 -0.84
C 0.65 -2.93 -0.81
H 1.25 -3.79 -0.51
C 1.30 -1.70 -0.98
H 2.40 -1.65 -0.85
C 0.06 2.32 -0.74
C -1.09 2.13 0.06
H -1.20 1.23 0.68
C -2.10 3.09 0.06
H -2.96 2.97 0.73
C -2.01 4.18 -0.82
H -2.85 4.87 -0.91
C -0.87 4.38 -1.60
H -0.79 5.20 -2.30
C 0.21 3.48 -1.49
H 1.15 3.68 -2.01
H 2.79 1.65 -1.07
Cl 1.74 0.52 1.22
N 2.28 0.68 5.45
C 1.24 1.54 5.81
C 1.22 2.53 6.79
C 0.02 3.25 6.92
C -1.11 2.89 6.16
C -1.07 1.88 5.20
C 0.14 1.21 5.01
N 0.54 0.15 4.18
C 1.82 -0.15 4.47
C 2.40 -1.32 3.90
C 3.61 -1.95 4.10
S 3.61 -3.50 3.37
C 1.98 -3.23 2.77
N 1.52 -2.02 3.10
H 3.22 0.68 5.85
H 2.12 2.70 7.38
H -0.03 4.08 7.62
H -2.04 3.44 6.33
H -1.92 1.59 4.58
H 4.43 -1.49 4.64
H 1.41 -3.92 2.16
*
```

E_HOMO (spin up / spin down), eV: -11.165 / -12.237

How is the electron density shared among the atoms? According to Mulliken, the charges in e are: -0.246 -0.679 -0.395 0.558 0.133 -0.898 0.546 0.524 0.534 0.573 0.562 0.262 0.525 0.069 0.272 -0.765 0.435 -0.547 0.417 -0.734 0.441 -0.417 0.311 0.659 -0.712 0.287 -0.669 0.405 -0.533 0.406 -1.054 0.392 0.386 0.397 -0.305 -0.618 0.316 2.001 0.244 -1.660 0.506 -0.803 0.610 -0.787 0.622 -0.987 0.365 0.867 0.142 0.207 -0.790 0.415 -0.630 0.411 -0.578 0.473 -0.470 0.317 -0.025 -0.041 0.034 0.713 -1.070 -0.520 -0.694 -0.432 0.138 0.573 0.189 -0.683 -0.356 -0.074 -0.391 0.747 0.274 0.405 0.420 0.429 0.254 0.416 0.380

(2)
The following is a DFT calculation (ωB97M-V with the def2-TZVPD basis set) of a molecular structure, C39H34ClN3SSi2Y in a non-equilibrium geometry.

```
! RIJCOSX wB97M-V def2-TZVPD def2/J DEFGRID3
* xyz 1 1
C 0.32 -1.70 0.17
C 1.06 -1.06 -0.88
C 1.81 0.00 -0.30
H 1.06 -1.37 -1.93
C 1.53 0.04 1.10
C 0.61 -1.02 1.39
H 0.27 -1.31 2.39
H -0.33 -2.56 0.06
H 2.58 0.61 -0.80
H 2.03 0.68 1.83
Y -0.60 0.56 0.01
Si 2.16 6.48 -1.54
C 1.49 7.54 -2.91
C 0.75 8.72 -2.72
H 0.43 9.00 -1.72
C 0.46 9.53 -3.82
H -0.10 10.46 -3.68
C 0.89 9.18 -5.10
H 0.68 9.81 -5.96
C 1.59 7.98 -5.29
H 1.93 7.66 -6.29
C 1.88 7.16 -4.20
H 2.43 6.23 -4.35
C 3.29 7.48 -0.46
C 4.27 8.20 -1.18
H 4.27 8.16 -2.28
C 5.25 8.94 -0.50
H 6.01 9.47 -1.07
C 5.23 8.99 0.90
H 5.99 9.57 1.42
C 4.25 8.29 1.61
H 4.24 8.34 2.71
C 3.27 7.54 0.94
H 2.49 7.02 1.49
H 3.19 5.69 -2.27
Si 1.26 4.22 -1.10
C 2.80 3.53 -0.32
C 3.93 3.33 -1.13
H 3.82 3.29 -2.22
C 5.20 3.22 -0.57
H 6.08 3.16 -1.22
C 5.34 3.15 0.82
H 6.33 3.04 1.26
C 4.20 3.16 1.63
H 4.30 3.01 2.70
C 2.93 3.35 1.07
H 2.05 3.33 1.71
C 0.97 3.63 -2.83
C 1.55 2.46 -3.33
H 1.95 1.72 -2.65
C 1.60 2.26 -4.72
H 2.08 1.37 -5.13
C 1.04 3.21 -5.59
H 1.14 3.09 -6.68
C 0.30 4.27 -5.07
H -0.18 4.99 -5.74
C 0.19 4.42 -3.69
H -0.47 5.18 -3.25
H 0.68 5.51 -0.64
Cl -0.41 3.23 -0.06
N -3.83 -1.20 2.21
C -4.09 -2.07 1.15
C -4.80 -3.26 1.14
C -4.64 -4.08 0.01
C -3.77 -3.73 -1.04
C -3.05 -2.53 -1.01
C -3.23 -1.71 0.11
N -2.49 -0.60 0.55
C -2.86 -0.33 1.84
C -2.22 0.64 2.71
C -2.42 0.88 4.05
S -1.28 2.04 4.66
C -0.60 2.18 3.08
N -1.18 1.41 2.15
H -4.28 -1.19 3.12
H -5.44 -3.51 1.98
H -5.20 -5.02 -0.06
H -3.66 -4.41 -1.89
H -2.36 -2.21 -1.79
H -3.19 0.40 4.63
H 0.20 2.89 2.86
*
```

E_HOMO (spin up / spin down), eV: -6.791 / -6.571

How is the electron density shared among the atoms? According to Mulliken, the charges in e are: -0.502 -1.231 -0.195 0.481 -0.345 -0.723 0.479 0.708 0.747 0.551 1.185 0.174 0.542 -0.518 0.368 -0.555 0.382 -0.479 0.375 -0.688 0.388 -0.201 0.416 0.528 -0.477 0.293 -0.629 0.378 -0.449 0.367 -0.592 0.365 -0.253 0.366 -0.257 -0.557 1.205 -0.212 0.402 -0.805 0.409 -0.527 0.387 -0.685 0.435 -0.190 0.134 0.775 -0.095 0.305 -0.688 0.420 -0.596 0.396 -0.561 0.443 -0.380 0.395 -0.359 -0.417 -0.060 0.569 -0.804 -0.483 -0.625 -0.648 0.414 -0.119 0.415 -0.114 -0.459 -0.073 -0.128 -0.008 0.241 0.378 0.393 0.396 0.430 0.386 0.263

(3)
The following is a DFT calculation (ωB97M-V with the def2-TZVPD basis set) of a molecular structure, C39H34ClOP2S2SiW in a non-equilibrium geometry.

```
! RIJCOSX wB97M-V def2-TZVPD def2/J DEFGRID3
* xyz 1 3
W 1.52 0.26 -0.21
C 2.38 -1.98 -3.20
Si 1.10 -1.57 -1.87
C -0.45 -1.09 -2.86
C -1.10 -1.95 -3.74
C -2.17 -1.52 -4.51
C -2.61 -0.21 -4.42
C -1.99 0.67 -3.55
C -0.91 0.23 -2.78
P -0.07 1.39 -1.67
C 0.51 2.70 -2.79
C 1.80 2.60 -3.31
C 2.24 3.50 -4.26
C 1.40 4.51 -4.70
C 0.11 4.60 -4.20
C -0.34 3.71 -3.24
C -1.42 2.11 -0.69
C -2.40 1.23 -0.23
C -3.36 1.67 0.67
C -3.35 2.99 1.10
C -2.39 3.87 0.62
C -1.42 3.43 -0.26
C 0.69 -3.16 -0.90
C 0.78 -4.44 -1.45
C 0.53 -5.56 -0.69
C 0.17 -5.43 0.65
C 0.07 -4.17 1.21
C 0.34 -3.04 0.44
P 0.25 -1.35 1.17
C -1.00 -1.57 2.47
C -0.67 -1.92 3.78
C -1.67 -2.27 4.66
C -3.00 -2.29 4.25
C -3.33 -1.95 2.95
C -2.33 -1.58 2.06
C 1.86 -1.10 1.99
C 2.00 -0.27 3.11
C 3.26 0.07 3.56
C 4.40 -0.39 2.90
C 4.27 -1.22 1.80
C 3.01 -1.57 1.32
H 1.95 -2.65 -3.95
H 3.27 -2.46 -2.79
H 2.69 -1.07 -3.71
H -0.76 -2.98 -3.82
H -2.66 -2.21 -5.19
H -3.45 0.13 -5.02
H -2.33 1.69 -3.48
H 2.45 1.81 -2.97
H 3.25 3.43 -4.65
H 1.74 5.21 -5.45
H -0.55 5.38 -4.55
H -1.34 3.80 -2.84
H -2.40 0.21 -0.59
H -4.13 0.99 1.02
H -4.09 3.34 1.81
H -2.39 4.90 0.95
H -0.65 4.11 -0.61
H 1.06 -4.55 -2.50
H 0.61 -6.55 -1.13
H -0.02 -6.31 1.25
H -0.21 -4.09 2.25
H 0.37 -1.93 4.09
H -1.41 -2.55 5.68
H -3.77 -2.58 4.95
H -4.36 -1.97 2.63
H -2.58 -1.33 1.03
H 1.12 0.10 3.61
H 3.36 0.72 4.42
H 5.38 -0.11 3.26
H 5.16 -1.60 1.31
H 2.92 -2.30 0.53
C -0.48 2.75 4.69
O -0.08 2.23 3.42
C 0.88 2.87 2.75
S 1.68 4.21 3.22
S 1.20 2.22 1.17
H -1.25 2.09 5.05
H -0.86 3.77 4.58
H 0.37 2.77 5.38
Cl 3.59 0.58 -0.98
*
```

E_HOMO (spin up / spin down), eV: -10.738 / -10.793

How is the electron density shared among the atoms? According to Mulliken, the charges in e are: 2.576 -1.248 0.671 0.847 -0.748 -0.840 -0.812 -0.312 -0.065 0.829 0.821 -0.281 -0.832 -0.558 -0.921 -0.311 0.599 -1.019 -0.671 -0.783 -0.837 -0.427 -0.177 -0.852 -0.804 -0.869 -0.763 0.721 1.107 0.740 -0.336 -0.972 -0.641 -0.840 -0.621 -0.387 -0.097 -0.705 -0.819 -0.811 -0.482 0.368 0.359 0.345 0.397 0.423 0.448 0.328 -0.054 0.444 0.408 0.426 0.410 0.634 0.480 0.438 0.460 0.568 0.395 0.447 0.444 0.468 0.514 0.489 0.421 0.459 0.565 0.509 0.499 0.407 0.512 0.464 -1.055 0.154 0.101 -0.149 -0.194 0.215 0.409 0.395 -0.425

One value per record, in order, for energy relative to the best compared isomer or geometry (same formula, charge and spin): 0.00; 0.00; 169.53 kJ/mol.